Here is a structure of composition C8H12ClHfN3O3S at a distorted geometry from OMol25. Energies are from ωB97M-V with the def2-TZVPD basis set.

Values from the calculation:
Max |F| in eV/A: 2.27
Electronic energy in Eh: -1606.31164
Spin multiplicity: 1
HOMO level in eV: -21.6
Total charge: +4
Frontier orbital gap in eV: 4.24

Element x y z (Å)
C -2.39076 3.05724 1.66694
C -1.68506 2.82900 0.25334
Cl -0.11694 3.62484 0.29777
C -1.51520 1.32333 -0.05910
N -1.08634 1.21836 -1.46624
C -0.28923 0.21312 -2.02201
O 0.78138 0.46693 -2.54857
O -0.77919 -1.08188 -2.14212
C -0.39082 -2.04680 -1.25487
C 0.96451 -2.73831 -1.79553
S 2.52616 -1.90111 -1.49236
C 3.04326 -2.28217 0.04334
N 3.39546 -3.51859 0.54979
N 3.82894 -3.32999 1.74049
C 3.74858 -1.98521 2.01435
O 3.27462 -1.32551 0.98956
H -1.62440 3.10526 2.46517
H -2.91218 4.05350 1.55494
H -3.11085 2.21901 1.83370
H -2.38186 3.27167 -0.45798
H -0.79497 0.87128 0.63165
H -2.49724 0.85568 0.05763
H -0.59262 2.07950 -1.69484
H -0.32972 -1.75948 -0.20129
H -1.11177 -2.87088 -1.31391
H 0.90370 -2.87728 -2.87959
H 1.01141 -3.75054 -1.37065
H 4.05774 -1.54664 2.95885
Hf -3.92662 3.82569 3.64151